16
Properties=species:S:1:pos:R:3:forces:R:3 method="wB97M-V/def2-TZVPD" orbital_gap_ev=8.068 e_lumo_ev=0.571 multiplicity=1 total_charge=0
C -1.0937 1.1900 -1.0974 0.0547 -0.2105 0.0559
N -0.5860 0.4273 0.0578 0.3381 -0.7708 0.2619
C -0.9361 -1.2072 -0.0152 0.4015 -0.2112 -1.0781
O -1.2479 -1.6696 -1.0920 -0.0117 0.5139 0.5720
H -0.9768 0.7859 0.9318 0.0944 0.0592 -0.0841
H -1.4154 -1.4726 0.9381 0.2132 0.1159 0.0945
H -2.1824 1.1625 -1.1088 0.0707 -0.0217 0.0160
H -0.7214 0.7190 -2.0043 -0.0299 0.0174 0.0179
H -0.7404 2.2172 -1.0216 -0.0005 -0.0367 0.0029
C 0.9290 0.5744 0.2789 -0.4849 0.1957 -0.0198
N 0.8668 -1.3216 0.4314 -0.0643 1.2584 0.6417
N 1.7416 -1.9811 0.9437 -0.1129 -0.4010 -0.7784
N 1.2116 1.3248 1.2923 -0.0854 -0.3458 -0.1940
H 1.5232 -3.0018 0.8950 -0.2108 0.0508 0.3966
H 2.1648 1.6704 1.2502 -0.0666 -0.0795 -0.0181
H 1.4630 0.5824 -0.6801 -0.1057 -0.1341 0.1129

=====

12
Properties=species:S:1:pos:R:3:forces:R:3 method="wB97M-V/def2-TZVPD" orbital_gap_ev=9.308 e_lumo_ev=-0.007 multiplicity=1 total_charge=0
C 0.5225 -0.5775 1.9123 -2.1608 -7.8547 -2.8565
C 0.3686 1.2399 0.0447 0.9028 0.2374 1.4151
C -0.0854 1.1307 -1.2181 -6.2730 2.2175 -1.3931
C -0.1851 -0.9843 -0.4704 -2.6662 -3.1697 1.3688
H 0.8217 0.1506 2.6101 0.2779 0.7354 1.2777
H 0.5534 2.1802 0.7550 -0.0889 -2.3685 -2.0414
H -0.8704 1.8644 -1.8915 3.5048 -0.9537 2.0977
H -0.5006 -0.7049 -2.5753 -1.9130 2.1682 4.4685
N 0.5402 -0.1321 0.5624 -1.8849 0.0867 -1.0769
N -0.9152 -0.1220 -1.3637 6.2860 -1.6280 -3.8273
O 0.1956 -1.8553 2.0848 2.1028 7.4205 0.3588
O -0.4453 -2.1897 -0.4503 1.9125 3.1090 0.2086

=====

7
Properties=species:S:1:pos:R:3:forces:R:3 method="wB97M-V/def2-TZVPD" orbital_gap_ev="8.827 / 6.871" e_lumo_ev="-1.134 / -2.746" multiplicity=1 total_charge=0
C -0.1217 0.0696 -0.3109 0.2797 -0.2736 0.9288
N -0.4662 -0.1227 -1.6630 -0.4546 0.9230 -1.3281
Cl -1.1778 -1.5736 -2.0062 -0.0964 -0.5559 0.2109
I -2.7977 1.8704 -2.2791 0.2794 -0.1781 0.0771
H 0.1114 1.1241 -0.1833 -0.0006 0.0192 0.0726
H -0.8825 -0.2521 0.4075 -0.0412 0.0406 -0.0750
H 0.7841 -0.5184 -0.1104 0.0338 0.0248 0.1137

=====

17
Properties=species:S:1:pos:R:3:forces:R:3 method="wB97M-V/def2-TZVPD" orbital_gap_ev=10.688 e_lumo_ev=-3.412 multiplicity=1 total_charge=+1
C -0.6886 0.5825 -1.2586 -0.0203 -1.5125 -0.2874
C -0.0207 -0.5654 -1.3925 -0.1880 1.4677 -1.2667
C -0.7612 -0.9466 0.6991 0.5158 4.4482 0.3817
C -0.8737 0.8894 0.1494 2.7027 -3.8162 1.4687
C 0.3931 -1.2309 -0.1315 0.6856 -0.7371 -1.6410
N 0.4706 1.5721 0.5813 -2.1282 -0.3617 3.5121
O 1.6714 -0.7074 0.3915 -0.9833 -0.6804 -0.3970
H -1.1566 1.0486 -2.0906 -0.2358 0.6702 -0.3979
H -0.0164 -0.9947 -2.3588 0.8428 -0.6406 -0.8051
H -0.4608 -1.0707 1.6998 -0.4951 -0.0410 1.6805
H -1.6163 -1.4865 0.3651 -0.8493 0.0929 0.0369
H -1.7019 1.3531 0.5443 -1.6441 1.3505 0.6496
H 0.3530 -2.2788 -0.3850 1.1643 -0.7055 0.4305
H 0.4112 2.0977 1.4789 -0.3745 -0.3294 -0.5953
H 0.7380 2.2315 -0.0834 0.9040 1.1520 -1.7228
H 1.1670 0.8308 0.7849 0.2944 -0.2031 -0.8507
H 2.0919 -1.3246 1.0062 -0.1911 -0.1539 -0.1964

=====

How do the records compare in ΔE to the lowest compared entry with this formula, charge and spin? In the order shown, they have 131.0, 127.6, 55.8, 67.3 kcal/mol.